Record 1
The following is a DFT calculation (ωB97M-V/def2-TZVPD) of a single C16H17F3N4O2S molecule in a non-equilibrium geometry.

Values from the calculation:
* molecular weight: 386.399 g/mol
* charge: 0
* HOMO energy: -8.8057 eV
* E_LUMO: -0.44 eV

Atoms and positions in Å:
C 5.27127 2.55348 0.49423
N 4.64413 1.25398 0.59483
C 4.80963 0.47571 -0.62024
C 4.24352 -0.92739 -0.41047
N 2.84482 -0.83471 -0.04227
C 1.90451 -1.24363 -0.91475
O 2.17548 -1.82852 -1.94580
C 0.44675 -1.00255 -0.54030
S 0.03038 0.77912 -0.62746
C -1.68645 0.68578 -0.41346
N -2.23265 -0.50870 -0.24922
C -3.55410 -0.56312 -0.09643
C -4.13583 -1.86818 0.07055
C -3.54384 -3.11192 0.08512
C -4.58547 -4.03757 0.27774
C -5.73102 -3.29833 0.36721
O -5.47200 -1.99509 0.24388
C -4.33668 0.60416 -0.09845
C -3.64249 1.78836 -0.26641
C -4.34835 3.12647 -0.28476
F -5.66234 3.00684 -0.03340
F -4.24311 3.73492 -1.47246
F -3.86070 3.96808 0.63359
N -2.33083 1.84856 -0.42556
C 2.66074 -0.04334 1.15063
C 3.23637 1.35765 0.93128
H 4.83493 3.17618 -0.30154
H 5.16167 3.07507 1.44371
H 6.33245 2.42017 0.29043
H 5.87532 0.40691 -0.84751
H 4.29723 0.94645 -1.47838
H 4.31716 -1.51538 -1.32554
H 4.78738 -1.42561 0.39732
H 0.20746 -1.36162 0.45969
H -0.17743 -1.51234 -1.27244
H -2.49924 -3.31106 -0.03228
H -4.50087 -5.10257 0.34094
H -6.75453 -3.58388 0.51298
H -5.40445 0.56684 0.02622
H 1.61183 0.02935 1.42573
H 3.21273 -0.52760 1.96395
H 3.13992 1.93677 1.85196
H 2.65673 1.86226 0.13714

***

Record 2
The following is a DFT calculation (ωB97M-V/def2-TZVPD) of a single C17H24N2O5S2 molecule in a non-equilibrium geometry.

Values from the calculation:
* energy relative to the best compared isomer or geometry (same formula, charge and spin): 0.074 eV
* molecular weight: 400.522 g/mol
* charge: 0
* HOMO energy: -8.8633 eV
* E_LUMO: 0.39 eV

Atoms and positions in Å:
C 5.54670 4.12853 5.31242
C 4.06498 4.34499 5.58040
O 3.28936 4.14159 4.39440
C 2.97458 2.88924 4.08146
O 3.24814 1.92054 4.74142
C 2.26820 2.82934 2.74773
S 3.53829 2.37073 1.51513
C 3.69521 0.60083 1.89842
C 2.53853 -0.26196 1.40079
O 2.20533 -1.25708 1.99818
N 1.98263 0.19819 0.24849
C 0.94832 -0.34865 -0.50850
C 0.35293 -1.57110 -0.19622
C -0.66284 -2.05954 -0.99642
C -1.08659 -1.33572 -2.09455
S -2.39325 -2.00666 -3.11565
O -2.01751 -3.31689 -3.55883
O -2.72803 -1.02910 -4.11781
N -3.59115 -2.19360 -1.95770
C -4.22253 -0.95152 -1.56614
C -5.31808 -0.51827 -2.54098
C -6.32790 -1.64906 -2.72318
C -5.60272 -2.90874 -3.19156
C -4.51912 -3.28337 -2.18208
C -0.50541 -0.12305 -2.41339
C 0.51265 0.37231 -1.62197
H 6.11559 4.36276 6.20730
H 5.72978 3.09143 5.04183
H 5.87939 4.77001 4.49988
H 3.86154 5.37616 5.87435
H 3.71197 3.65667 6.35501
H 1.88761 3.80579 2.45993
H 1.48821 2.07033 2.73802
H 4.61552 0.26845 1.41518
H 3.80093 0.48091 2.97791
H 2.36195 1.07367 -0.10068
H 0.69229 -2.12385 0.66386
H -1.13411 -3.00496 -0.78304
H -3.43462 -0.19685 -1.51050
H -4.64056 -1.09549 -0.56325
H -4.85276 -0.28660 -3.49975
H -5.80867 0.37994 -2.16184
H -7.08701 -1.35817 -3.45136
H -6.83005 -1.85031 -1.77255
H -5.12694 -2.71940 -4.15590
H -6.30279 -3.73805 -3.30472
H -3.92597 -4.12478 -2.54111
H -4.96716 -3.54280 -1.21649
H -0.86050 0.41155 -3.28024
H 0.97774 1.31739 -1.86335

***

Record 3
The following is a DFT calculation (ωB97M-V/def2-TZVPD) of a molecular structure, C45H36BrFeN3O4STe2.

Values from the calculation:
* energy relative to the best compared isomer or geometry (same formula, charge and spin): 0.000 eV
* molecular weight: 1105.816 g/mol
* charge: -2
* HOMO energy: -1.3665 eV
* E_LUMO: 3.60 eV

Atoms and positions in Å:
Fe 0.10423 -0.34807 0.00353
O -0.94382 -1.76254 0.98527
N -2.13229 -1.88337 0.56980
N -2.37662 -1.25016 -0.52248
O -1.46262 -0.59717 -1.20331
C -3.68657 -1.31025 -1.05698
C -4.70922 -1.99945 -0.40851
C -5.96978 -2.03191 -0.97822
C -6.22480 -1.38375 -2.18192
C -5.19875 -0.69610 -2.81210
C -3.92777 -0.65518 -2.25748
H -4.50445 -2.49126 0.53013
H -6.76474 -2.56605 -0.47153
H -7.21594 -1.41067 -2.61790
H -5.38368 -0.18072 -3.74680
H -3.11222 -0.12355 -2.72453
C 5.46380 1.57977 -4.28412
C 4.20422 1.43395 -3.46909
C 3.35952 2.51120 -3.22211
C 2.22772 2.39301 -2.43926
C 1.44320 3.64373 -2.23523
O 1.31132 4.42354 -3.17023
C 0.93884 4.03735 -0.88301
C 0.06868 5.12370 -0.80673
C -0.37900 5.57981 0.42023
C 0.04341 4.95240 1.58623
C 0.91080 3.87305 1.51842
C 1.35815 3.41292 0.28766
C 1.82633 1.13138 -1.88190
O 0.76059 1.07493 -1.20419
C 2.66969 0.00208 -2.18850
C 3.83266 0.21098 -2.93795
C 2.32805 -1.37339 -1.80136
N 1.28571 -1.70188 -1.11380
C 1.05771 -3.11841 -0.78498
C 0.65144 -4.04385 -1.92581
Te -1.17217 -3.59659 -2.96797
C -0.31428 -2.23353 -4.34060
C 0.05521 -2.67260 -5.61073
C 0.67344 -1.80230 -6.49940
C 0.92768 -0.48964 -6.12099
C 0.54957 -0.04568 -4.86153
C -0.07873 -0.91118 -3.97223
C 3.30976 -2.42191 -2.25073
C 3.35688 -2.84639 -3.57570
C 4.27788 -3.80419 -3.97154
C 5.16876 -4.33796 -3.04806
C 5.13699 -3.90227 -1.73066
C 4.21203 -2.94584 -1.33203
H 5.66306 2.63083 -4.50105
H 5.39644 1.05352 -5.24141
H 6.33399 1.18108 -3.75613
H 3.58930 3.49026 -3.63144
H -0.24718 5.59505 -1.72845
H -1.07898 6.40586 0.47180
H -0.33471 5.28250 2.54667
H 1.21465 3.35795 2.41979
H 2.00589 2.54574 0.24883
H 4.48977 -0.62886 -3.12689
H 0.28231 -3.13372 -0.02423
H 1.95280 -3.53843 -0.31463
H 0.48939 -5.04179 -1.51253
H 1.40976 -4.13714 -2.69761
H -0.12762 -3.70167 -5.89581
H 0.96679 -2.15380 -7.48222
H 1.42659 0.18736 -6.80410
H 0.76076 0.97130 -4.55297
H -0.35873 -0.56749 -2.98243
H 2.66935 -2.41559 -4.29488
H 4.30212 -4.13057 -5.00456
H 5.89029 -5.08517 -3.35694
H 5.83720 -4.30391 -1.00813
H 4.18543 -2.58729 -0.30777
Te 2.27323 -0.54179 1.48822
C 2.31860 0.42569 3.36689
C 1.62502 0.13929 4.51291
C 1.92975 0.99853 5.60573
C 2.87045 1.93364 5.29216
S 3.36374 1.76145 3.65691
H 0.90474 -0.66618 4.55698
H 1.46647 0.92363 6.58146
H 3.27860 2.70456 5.92711
Br -3.68913 4.21157 3.20924
C -2.60482 2.89228 2.32022
C -1.91064 1.96381 3.07226
C -1.11564 1.03339 2.40680
C -0.95731 1.00074 1.01224
C -1.69640 1.97412 0.31795
C -2.51677 2.90879 0.94086
H -1.98511 1.96477 4.15371
H -0.58689 0.30429 3.01071
H -1.61624 2.01244 -0.76462
H -3.05842 3.65057 0.36582

***

Record 4
The following is a DFT calculation (ωB97M-V/def2-TZVPD) of 2 unconnected molecules or ions with the total composition C2H9NOS2.

Values from the calculation:
* energy relative to the best compared isomer or geometry (same formula, charge and spin): 0.291 eV
* molecular weight: 127.234 g/mol
* charge: 0
* HOMO energy: -9.4847 eV
* E_LUMO: 0.32 eV

Atoms and positions in Å:
C 2.12372 0.41310 -1.38999
S 1.85571 0.78870 0.36920
S 1.93278 -1.13403 1.14231
H 1.32434 -0.19773 -1.77550
H 2.12246 1.33468 -1.95880
H 3.09441 -0.07380 -1.48652
H 0.64737 -1.42977 0.89395
N -1.77222 0.55110 1.42068
C -2.03143 -0.38912 0.34711
O -1.25335 -0.21034 -0.81286
H -1.56371 1.47091 1.05165
H -0.99292 0.25475 1.99138
H -3.09034 -0.31139 0.07480
H -1.91257 -1.40404 0.73903
H -0.48423 0.33698 -0.60642

***

Record 5
The following is a DFT calculation (ωB97M-V/def2-TZVPD) of a molecular structure, C18H28AuBrN3NbO3 in a non-equilibrium geometry.

Values from the calculation:
* energy relative to the best compared isomer or geometry (same formula, charge and spin): 0.000 eV
* molecular weight: 704.217 g/mol
* charge: +2
* HOMO energy (alpha / beta): -13.9504 / -13.9504 eV
* E_LUMO (alpha / beta): -11.11 / -11.11 eV

Atoms and positions in Å:
N 1.70133 -0.53232 -0.63589
C 5.32815 -0.96231 -0.95061
O 6.40704 -0.58494 -0.81916
Au 3.58879 -0.79936 -0.79680
Nb 0.05501 -0.29236 0.00091
N -1.36659 -1.42859 -1.01729
N -0.49423 1.58124 -0.71114
C -1.58212 -1.56650 -2.45686
C 0.30040 2.59127 -1.40836
C -2.33311 -2.86143 -2.78597
C -2.40333 -0.36832 -2.94192
C -0.23884 -1.60081 -3.18781
C 1.38341 3.11265 -0.45844
C -0.56138 3.76727 -1.87001
C 0.96402 1.96981 -2.63512
H -1.82450 -3.72327 -2.34145
H -2.34962 -2.99837 -3.87333
H -3.37075 -2.83981 -2.43711
H -3.42243 -0.41396 -2.53797
H -2.45663 -0.36915 -4.03839
H -1.94856 0.57404 -2.59926
H 0.31190 -0.65431 -3.11294
H -0.41891 -1.80217 -4.25122
H 0.40199 -2.39582 -2.78580
H 0.92557 3.59405 0.41258
H 2.00648 3.84798 -0.98084
H 2.02325 2.29579 -0.10200
H -0.94543 4.35109 -1.02811
H -1.40188 3.42100 -2.48072
H 0.05531 4.43301 -2.48323
H 1.54389 2.74503 -3.15203
H 0.20845 1.58864 -3.33380
H 1.64488 1.15541 -2.36443
C -2.48882 -1.83283 -0.18056
H -2.36174 -1.45389 0.84525
H -3.45370 -1.44919 -0.55853
H -2.57206 -2.93048 -0.10168
C -1.53946 2.10833 0.16516
H -1.83079 1.36265 0.92785
H -1.22519 3.02092 0.70165
H -2.45125 2.34597 -0.40887
Br 0.23567 -3.82333 3.49849
C 0.85934 -2.30430 4.41632
C 1.34920 -2.46776 5.71525
C 1.83510 -1.37255 6.44423
C 1.82448 -0.09580 5.87796
C 1.32674 0.09482 4.59245
C 0.84324 -0.99403 3.85575
C 0.39996 -0.72936 2.49206
O 0.49539 0.46675 1.98960
O -0.05021 -1.63439 1.70005
H 1.35158 -3.45647 6.16397
H 2.21314 -1.53174 7.45330
H 2.20298 0.75948 6.43801
H 1.30483 1.08273 4.13683

***

Record 6
The following is a DFT calculation (ωB97M-V/def2-TZVPD) of a molecular structure, C45H63BIrN6O3S4 in a non-equilibrium geometry.

Values from the calculation:
* energy relative to the best compared isomer or geometry (same formula, charge and spin): 1.224 eV
* molecular weight: 1067.335 g/mol
* charge: +2
* HOMO energy (alpha / beta): -12.6967 / -12.7202 eV
* E_LUMO (alpha / beta): -7.04 / -7.35 eV
* <S²>: 1.02
* multiplicity: 2

Atoms and positions in Å:
Ir 0.66989 -1.37445 -0.67147
C 2.61748 5.17542 2.99842
C 1.81774 3.92206 3.38618
C 0.38462 4.33956 3.71865
C 2.45623 3.29190 4.64220
C 1.88272 2.87423 2.29461
C 0.75612 2.29078 1.76557
C 0.89105 1.20488 0.88597
N -0.10387 0.53075 0.30952
C -1.38985 0.98446 0.30527
C -1.69354 2.32263 0.12247
C -3.00881 2.78133 0.18928
C -4.00800 1.86181 0.56009
C -3.78989 0.52874 0.82029
C -2.48511 -0.01609 0.48366
O -2.23984 -1.21959 0.36585
C -4.91465 -0.27058 1.48384
C -5.42035 0.52261 2.70219
C -6.05085 -0.42993 0.45464
C -4.50973 -1.66213 1.99509
C -3.30649 4.24020 -0.08696
C -4.75684 4.62349 0.21798
C -3.03294 4.50751 -1.58065
C -2.37749 5.13520 0.75249
C 2.20397 0.61844 0.64546
O 2.22230 -0.54363 0.13998
C 3.37671 1.32630 1.04849
C 3.15865 2.41529 1.85549
C 4.81867 0.94123 0.69088
C 5.40941 2.08676 -0.14906
C 4.96931 -0.35510 -0.11383
C 5.62133 0.79480 1.99873
H 2.53929 5.91132 3.79770
H 2.23085 5.62259 2.08144
H 3.67615 4.95915 2.85539
H 0.40350 5.08667 4.51068
H -0.21023 3.49751 4.07734
H -0.11108 4.78673 2.85404
H 2.38104 3.98832 5.47711
H 3.51165 3.06982 4.48103
H 1.94874 2.36570 4.91705
H -0.23387 2.62158 2.04090
H -0.88814 3.00467 -0.11717
H -5.01118 2.23960 0.68700
H -5.75585 1.52502 2.44326
H -4.63121 0.60818 3.45129
H -6.26361 -0.00003 3.15251
H -6.49554 0.53129 0.19668
H -6.83434 -1.06515 0.86961
H -5.67811 -0.89216 -0.46124
H -3.49883 -1.67707 2.39866
H -4.59264 -2.41230 1.21396
H -5.19020 -1.95817 2.79321
H -5.46196 4.07648 -0.40965
H -4.89406 5.68384 0.01154
H -5.00150 4.45782 1.26861
H -3.66922 3.88300 -2.21034
H -1.98859 4.31936 -1.83551
H -3.25345 5.55122 -1.80505
H -2.45867 4.89527 1.81408
H -2.66404 6.17757 0.61718
H -1.33448 5.03993 0.44800
H 4.02993 2.94841 2.20914
H 4.88417 2.17579 -1.10148
H 6.45995 1.88377 -0.35614
H 5.34413 3.04323 0.37090
H 4.38243 -0.33646 -1.03131
H 4.68374 -1.23345 0.46251
H 6.01633 -0.47084 -0.39453
H 5.78854 1.75783 2.48147
H 6.59671 0.35898 1.78421
H 5.10010 0.14507 2.70481
C 1.57489 -6.10470 -1.47934
N 1.54336 -5.26581 -2.66087
C 1.17056 -5.66123 -3.92143
C 1.25610 -4.56551 -4.71767
N 1.68437 -3.50794 -3.95782
B 2.13519 -2.09542 -4.46486
N 0.87923 -1.19208 -4.69570
C 0.05940 -1.16502 -5.79263
C -0.78826 -0.11193 -5.67267
N -0.48193 0.51136 -4.48975
C -1.08019 1.72030 -3.95824
C 0.54109 -0.16241 -3.91096
S 1.30022 0.32958 -2.45363
C 1.84683 -3.94549 -2.70070
S 2.40249 -3.03426 -1.34747
H 0.82773 -6.88970 -1.57403
H 1.36679 -5.49061 -0.60648
H 2.55382 -6.56516 -1.34983
H 0.89958 -6.67554 -4.15539
H 1.07811 -4.47733 -5.77524
H 2.79044 -1.59155 -3.61291
H 2.71960 -2.22066 -5.50100
H 0.16004 -1.86997 -6.59936
H -1.56915 0.23615 -6.32560
H -1.97214 1.96763 -4.52806
H -0.37523 2.54763 -4.02395
H -1.34295 1.56791 -2.91291
S -0.07964 -5.08686 2.21755
C -0.30691 -3.70745 1.21960
N 0.62486 -2.81006 1.24695
C 1.63995 -3.16358 2.13168
C 2.79758 -2.44811 2.44207
C 3.71074 -2.99392 3.31831
C 3.48598 -4.23366 3.92298
C 2.33700 -4.94616 3.65515
C 1.42344 -4.40392 2.75853
H -1.19369 -3.60853 0.61225
H 2.97142 -1.48753 1.99285
H 4.62324 -2.45702 3.54080
H 4.21894 -4.63525 4.60872
H 2.14528 -5.90134 4.12450
C -2.18948 -3.31865 -4.10343
S -1.35731 -3.63796 -2.53506
C -2.86575 -3.73511 -1.53510
O -0.70191 -2.31953 -2.18083
H -2.70290 -2.36035 -4.03995
H -2.89598 -4.12916 -4.28060
H -1.45397 -3.29325 -4.89931
H -3.08574 -4.77778 -1.31117
H -3.70286 -3.28251 -2.06177
H -2.64672 -3.16953 -0.63643

***

Record 7
The following is a DFT calculation (ωB97M-V/def2-TZVPD) of a molecular structure, C2H4HgO2 in a non-equilibrium geometry.

Values from the calculation:
* energy relative to the best compared isomer or geometry (same formula, charge and spin): 0.000 eV
* molecular weight: 260.642 g/mol
* charge: +1
* HOMO energy (alpha / beta): -13.6457 / -13.8596 eV
* E_LUMO (alpha / beta): -3.59 / -7.20 eV
* <S²>: 0.75
* multiplicity: 2

Atoms and positions in Å:
O -0.80212 0.29056 -1.19883
H -1.01864 0.55780 -2.10002
O -0.23220 -0.44244 1.15308
Hg -2.28742 -0.20612 0.42989
H 0.04801 -0.72248 2.02878
C 0.83116 0.03813 0.38436
C 0.50088 0.43252 -0.92681
H 1.42250 -0.65657 -0.65770
H 1.53782 0.70860 0.88725

***

Record 8
The following is a DFT calculation (ωB97M-V/def2-TZVPD) of a molecular structure, C16H20BCl3O3Zr in a non-equilibrium geometry.

Values from the calculation:
* molecular weight: 468.728 g/mol
* charge: -2
* HOMO energy: 1.6236 eV
* E_LUMO: 5.09 eV

Atoms and positions in Å:
C -0.72856 1.05283 -2.49188
C -0.90421 -0.31648 -2.82299
C 0.41383 -0.95081 -2.82218
C -2.18558 -0.97973 -3.21192
C 1.38084 0.09981 -2.56903
C 0.70174 1.31145 -2.40233
C 1.31229 2.65699 -2.35048
C -1.79410 2.08996 -2.59813
C 0.72393 -2.35657 -3.27361
C 2.84932 -0.05816 -2.61698
Zr -0.61477 -0.58571 -0.31084
Cl -1.72487 -2.66929 -0.93290
Cl -2.50025 0.72338 0.54358
Cl 1.15009 -1.97939 0.22001
H -3.02917 -0.29621 -3.05480
H -2.32635 -1.92070 -2.55405
H -2.13317 -1.38576 -4.22583
H -0.07444 -3.03328 -2.90003
H 1.70276 -2.67152 -2.85517
H 0.77826 -2.43378 -4.38434
H 3.13453 -0.97081 -2.09292
H 3.32360 0.79522 -2.13664
H 3.27503 -0.11752 -3.63337
H 2.26640 2.63706 -1.80255
H 0.63330 3.41801 -1.93053
H 1.56126 2.98834 -3.37643
H -2.77415 1.72736 -2.23333
H -1.90922 2.30320 -3.67178
H -1.49504 3.03425 -2.11538
O 0.36382 0.71662 0.98947
H 0.20403 1.71348 1.04217
O -0.05590 -1.40474 3.09925
B -0.44757 -0.21390 2.39115
O -0.86168 0.77093 3.29222
C -0.26597 0.37524 4.44319
C -0.43123 1.02179 5.61967
C -0.25899 0.25446 6.79870
C 0.18739 -1.07299 6.71311
C 0.49849 -1.66600 5.45640
C 0.17244 -0.93835 4.34842
H -0.78524 2.04634 5.64726
H -0.53431 0.66776 7.77908
H 0.29621 -1.70135 7.62665
H 0.90520 -2.68147 5.36006

***

The lowest molecular weight belongs to which entry?
C2H9NOS2